125
Properties=species:S:1:pos:R:3:forces:R:3 method="wB97M-V/def2-TZVPD" relative_energy_kcal_mol=6.3 e_homo_ev=-7.4 mol_weight_g_mol=1007.0 total_charge=0 total_energy_ev=-109991.28971 e_lumo_ha=-0.005
Na 0.166690 -0.127160 -1.738527 -0.05 0.76 0.20
C -0.142961 5.391536 -4.003720 -0.01 0.00 -0.01
N -0.423990 3.979332 -3.825823 -0.04 0.00 0.02
C -1.401919 3.271521 -4.472584 0.00 0.03 0.02
C -1.289614 1.981590 -4.035659 -0.03 0.06 0.02
N -0.265980 1.884270 -3.139670 -0.18 0.03 -0.06
C 0.240628 3.092967 -3.026615 0.17 -0.07 -0.04
P 1.722180 3.560648 -2.082757 -0.03 0.06 0.04
C 2.758726 2.115500 -2.427475 -0.07 0.01 -0.06
N 2.391180 0.849299 -2.421676 0.03 -0.18 -0.04
C 3.403569 0.149992 -3.009209 0.04 0.07 -0.03
C 4.401653 1.011848 -3.374936 -0.01 0.01 -0.01
N 3.990954 2.258986 -3.003729 0.03 -0.07 0.03
C 4.752062 3.480441 -3.188856 -0.01 -0.02 0.02
C 1.135179 3.331764 -0.372709 -0.13 -0.02 -0.03
N 0.332187 2.407109 0.125353 0.10 0.00 0.01
C 0.145241 2.745839 1.437229 0.03 -0.01 -0.01
C 0.820392 3.898675 1.728674 0.04 -0.02 0.00
N 1.446005 4.269038 0.574103 0.01 0.03 0.05
C 2.283468 5.445057 0.413873 0.02 -0.02 0.02
H -1.002581 5.858072 -4.478497 0.01 0.00 -0.01
H 0.735837 5.541318 -4.630293 0.00 0.00 0.00
H 0.023533 5.869565 -3.040876 0.01 0.00 0.00
H -2.079009 3.744092 -5.163406 0.01 -0.01 -0.01
H -1.894619 1.129708 -4.296156 0.02 -0.01 0.00
H 3.354083 -0.916066 -3.161989 -0.01 -0.03 0.02
H 5.353795 0.847716 -3.850245 0.00 0.00 0.01
H 5.793659 3.213177 -3.350107 0.00 0.01 -0.01
H 4.689499 4.098899 -2.296333 0.00 0.00 0.00
H 4.389071 4.045303 -4.047082 0.00 0.01 0.00
H -0.438762 2.141986 2.113370 0.05 0.04 0.00
H 0.916994 4.469046 2.637093 0.00 -0.01 0.00
H 2.420775 5.900450 1.391812 0.00 0.01 -0.01
H 1.816972 6.167054 -0.254610 0.01 0.00 0.00
H 3.258254 5.165994 0.018228 0.00 0.00 -0.01
C 0.319092 -2.161006 2.168590 -0.10 0.02 0.04
N 0.827110 -0.950868 2.819138 0.06 0.00 -0.01
C 2.170514 -0.562113 2.415545 0.01 0.02 -0.01
P 2.404074 -0.403410 0.571298 -0.10 -0.08 -0.09
C 3.848654 0.728674 0.575867 0.03 -0.07 0.05
C 4.998031 0.484146 -0.173844 -0.01 0.04 0.01
C 6.011944 1.430388 -0.250831 0.00 -0.01 0.02
C 5.906303 2.631987 0.433589 0.01 0.00 0.01
C 4.768222 2.884001 1.189471 -0.02 0.04 -0.02
C 3.745586 1.949357 1.244412 0.03 0.06 0.03
C 3.170264 -2.015957 0.161521 0.00 -0.03 0.04
C 4.285804 -2.528369 0.829834 0.01 -0.04 0.03
C 4.778677 -3.783655 0.518885 0.01 0.05 0.01
C 4.161645 -4.548326 -0.467333 -0.04 0.00 0.00
C 3.058014 -4.051246 -1.138956 0.03 -0.04 0.07
C 2.564471 -2.788256 -0.825390 0.01 -0.01 0.01
C 0.494335 -0.720397 4.165336 -0.01 -0.05 -0.03
C -0.766603 -1.079176 4.662144 0.02 0.01 -0.01
C -1.119176 -0.820135 5.973574 -0.01 0.00 0.01
C -0.236171 -0.193294 6.843236 0.00 0.00 -0.01
C 1.015993 0.153856 6.368108 0.01 0.00 0.00
C 1.387026 -0.109239 5.055613 -0.01 0.04 0.02
P -0.812393 -1.799701 0.706315 0.13 0.07 0.01
C -1.260765 -3.488125 0.188214 0.08 -0.04 0.03
C -0.311813 -4.510401 0.214330 -0.02 -0.05 0.01
C -0.578392 -5.741486 -0.369251 -0.01 0.02 0.00
C -1.798216 -5.970778 -0.984919 -0.02 -0.03 0.00
C -2.748947 -4.961172 -1.014694 -0.01 -0.01 0.01
C -2.480502 -3.728967 -0.442632 -0.02 0.02 0.02
C -2.280248 -1.218888 1.631441 -0.09 -0.15 0.04
C -2.341154 0.150875 1.870410 -0.03 0.08 0.02
C -3.302898 0.684845 2.718212 0.10 -0.02 0.06
C -4.248206 -0.146833 3.301634 0.02 -0.05 0.04
C -4.233771 -1.509291 3.023724 0.03 0.05 0.02
C -3.251503 -2.043087 2.201654 0.06 0.01 0.05
H -0.191153 -2.806523 2.885269 0.01 0.04 0.03
H 1.169231 -2.731786 1.788330 0.01 -0.01 -0.02
H 2.933608 -1.236606 2.833258 -0.01 0.01 0.02
H 2.370727 0.432948 2.808592 -0.05 -0.02 -0.04
H 5.104579 -0.449543 -0.708843 -0.01 -0.02 0.01
H 6.896573 1.214942 -0.838312 0.00 0.01 0.00
H 6.708370 3.358834 0.390868 -0.01 -0.01 0.01
H 4.677121 3.809107 1.747141 0.01 0.01 -0.01
H 2.856222 2.178330 1.821294 0.00 0.01 -0.02
H 4.775650 -1.937881 1.596401 0.00 0.01 0.00
H 5.643722 -4.169022 1.044055 0.00 0.00 -0.01
H 4.547568 -5.529852 -0.711848 0.00 0.00 0.01
H 2.575738 -4.636769 -1.911397 0.05 0.01 0.06
H 1.697290 -2.414114 -1.362021 0.02 0.00 0.04
H -1.489477 -1.544569 4.011434 -0.04 -0.02 -0.02
H -2.107002 -1.107022 6.313522 0.00 0.00 0.00
H -0.516895 0.010671 7.867776 0.00 0.00 0.00
H 1.734790 0.626187 7.026680 0.00 0.00 0.00
H 2.388296 0.153049 4.748852 -0.02 -0.01 0.01
H 0.659644 -4.355740 0.664685 0.00 -0.01 0.00
H 0.179108 -6.515316 -0.355240 -0.01 0.00 0.00
H -1.997600 -6.922522 -1.459584 0.01 0.01 -0.01
H -3.694993 -5.120791 -1.516119 0.01 0.00 0.00
H -3.215633 -2.938296 -0.523281 0.02 0.00 -0.01
H -1.612344 0.792891 1.388676 -0.03 -0.10 0.00
H -3.313223 1.749498 2.922723 0.00 0.00 0.01
H -5.000763 0.263777 3.963926 0.00 0.00 0.01
H -4.975369 -2.161571 3.468118 0.00 0.01 0.00
H -3.220272 -3.110863 2.024907 -0.02 0.00 -0.02
O -0.314396 -2.011927 -2.471974 0.12 -0.40 -0.33
N -0.664173 -3.139309 -2.912559 -0.16 -0.01 -0.05
C 0.222076 -3.818644 -3.624347 0.09 0.06 0.10
C -0.148197 -5.118212 -4.076576 0.00 -0.06 -0.02
N -0.423973 -6.177363 -4.435431 0.00 0.01 0.00
C 1.526087 -3.309682 -3.910763 -0.07 0.00 -0.22
N 2.578117 -2.901504 -4.143553 -0.02 0.02 -0.03
C -7.172010 -0.719131 0.350935 -0.01 -0.03 0.00
C -6.925162 0.722730 -0.088183 -0.03 0.06 0.02
C -7.308222 0.953210 -1.546489 0.00 -0.01 -0.02
C -5.518930 1.224535 0.233192 0.02 0.01 -0.06
N -4.455923 0.702417 -0.627001 -0.05 -0.02 0.00
C -3.274984 1.254637 -0.922478 -0.01 0.05 -0.06
N -2.583231 0.416672 -1.652695 0.07 -0.19 0.07
N -3.366525 -0.673816 -1.795512 -0.03 0.04 0.03
N -4.482585 -0.516475 -1.182816 0.04 0.03 0.05
H -8.234326 -0.955511 0.269539 0.00 0.01 0.00
H -6.872483 -0.871076 1.390380 0.01 0.01 -0.01
H -6.616197 -1.420959 -0.267426 0.01 0.00 0.00
H -7.562657 1.363741 0.532164 -0.01 0.00 -0.01
H -6.736265 0.301976 -2.207831 0.00 0.00 0.00
H -7.133529 1.988599 -1.848637 0.00 0.00 0.01
H -8.366072 0.735898 -1.697672 0.00 -0.01 0.00
H -5.257221 0.987847 1.264880 -0.07 -0.01 -0.09
H -5.484573 2.308720 0.112962 0.00 0.01 0.01
H -2.956317 2.232675 -0.602356 0.00 -0.01 0.00